C5H18N2O | ωB97M-V/def2-TZVPD

```
26
Properties=species:S:1:pos:R:3:nbo_charge:R:1
C 1.665 -0.884 -1.149 -0.215
C 0.466 -0.764 -0.204 -0.452
C 0.301 0.581 0.477 -0.395
C -0.561 1.635 -0.230 -0.417
C -1.986 1.182 -0.576 -0.252
N -3.122 2.035 -0.176 -0.673
N 2.288 -2.254 -1.036 -0.670
H 1.407 -0.751 -2.198 0.233
H 2.442 -0.182 -0.855 0.236
H -0.466 -1.068 -0.687 0.212
H 0.620 -1.507 0.579 0.258
H -0.074 0.444 1.494 0.233
H 1.256 1.092 0.613 0.232
H -0.037 1.924 -1.145 0.231
H -0.580 2.490 0.451 0.233
H -2.054 0.850 -1.611 0.251
H -2.126 0.233 -0.053 0.221
H -2.966 2.670 0.620 0.457
H -3.828 1.466 0.319 0.449
H -3.735 2.447 -0.873 0.464
H 3.039 -2.338 -1.726 0.458
H 1.664 -3.070 -1.115 0.448
H 2.620 -2.369 -0.080 0.450
H 1.344 -0.551 3.235 0.486
H 1.107 -2.002 3.270 0.491
O 1.318 -1.308 2.656 -0.968
```

Output
DFT total energy = -385.45287 Eh
Energy relative to the best compared isomer or geometry (same formula, charge and spin) = 91.5 kJ/mol
Molecular weight = 122.21 g mol⁻¹
HOMO energy = -17.81 eV
Frontier orbital gap = 11.724 eV
Net charge = +2

C5H8O | ωB97M-V/def2-TZVPD

```
14
Properties=species:S:1:pos:R:3:nbo_charge:R:1
C -1.290 -1.278 0.268 -0.265
C -0.194 0.656 -0.301 0.260
C -0.739 1.846 -0.103 -0.432
C 1.242 0.490 0.030 -0.254
C 1.906 -0.629 -0.234 -0.380
H -0.374 -1.938 0.563 0.179
H -1.664 -0.681 1.231 0.183
H -2.079 -1.889 -0.250 0.204
H -1.809 2.047 -0.373 0.214
H -0.187 2.610 0.447 0.201
H 1.678 1.428 0.353 0.217
H 1.495 -1.590 -0.654 0.204
H 2.998 -0.697 -0.191 0.201
O -0.984 -0.374 -0.786 -0.533
```

Output
SMILES = C=CC(=C)OC
DFT total energy = -270.46760 Eh
Energy relative to the best compared isomer or geometry (same formula, charge and spin) = 237.1 kJ/mol
Molecular weight = 84.12 g mol⁻¹
HOMO energy = -8.93 eV
Frontier orbital gap = 9.992 eV

C23H40Br2F9N5O8S2 | ωB97M-V/def2-TZVPD

```
89
Properties=species:S:1:pos:R:3:lowdin_charge:R:1
C 2.649 -3.335 0.102 -0.114
C 1.487 -3.170 -0.993 -0.241
C 0.160 -2.654 -0.198 -0.196
N -0.816 -1.932 -1.066 -0.022
N -0.758 -0.552 -1.007 -0.140
C -1.730 0.138 -0.157 -0.093
C -1.746 -0.312 1.399 -0.142
O -0.890 0.507 2.241 -0.100
C -1.232 0.240 3.598 -0.399
C -1.240 1.461 4.654 0.016
O -1.501 -0.888 4.038 0.081
C 0.529 0.060 -1.203 -0.167
N 1.396 0.351 -0.094 0.126
C 1.703 1.782 0.150 -0.349
C 2.520 1.842 1.564 -0.039
C 0.474 2.786 0.277 -0.189
C 1.068 4.306 0.243 -0.094
N 0.902 0.252 -2.485 0.047
C 0.003 -0.097 -3.650 -0.074
C 0.164 -1.600 -4.160 -0.119
C 1.367 -1.855 -5.178 -0.692
F 1.804 -0.714 -5.910 -0.058
Br 2.991 -2.658 -4.342 0.740
C 0.871 -2.939 -6.312 -0.732
F 0.057 -3.956 -5.776 0.014
F 0.271 -2.179 -7.339 0.006
Br 2.548 -3.759 -7.059 0.700
C 2.237 0.797 -2.885 -0.150
O 2.081 2.156 -3.367 -0.160
C 3.022 2.441 -4.438 -0.138
C 2.371 3.631 -5.334 -0.166
O 2.902 4.930 -5.003 -0.179
C 1.976 5.740 -4.245 -0.243
C 2.583 5.996 -2.762 -0.086
H 2.652 -2.368 0.735 0.068
H 2.479 -4.218 0.799 0.090
H 3.653 -3.379 -0.447 0.078
H 1.214 -4.191 -1.414 0.115
H 1.774 -2.401 -1.781 0.030
H 0.421 -2.120 0.784 0.109
H -0.366 -3.631 0.129 0.144
H -1.760 -2.284 -0.816 0.145
H -1.720 1.286 -0.256 0.132
H -2.784 -0.155 -0.536 0.147
H -2.829 -0.105 1.747 0.156
H -1.588 -1.428 1.549 0.126
H -2.249 1.492 5.179 0.104
H -0.962 2.449 4.154 0.072
H -0.458 1.284 5.483 0.102
H 1.083 -0.059 0.797 0.118
H 2.434 2.247 -0.613 0.136
H 1.828 1.917 2.462 0.091
H 3.214 2.757 1.484 0.085
H 3.202 0.929 1.561 0.088
H -0.150 2.696 -0.680 0.102
H -0.127 2.718 1.238 0.104
H 0.507 4.981 0.992 0.090
H 0.900 4.804 -0.782 0.056
H 2.183 4.352 0.462 0.069
H -1.097 0.161 -3.430 0.152
H 0.302 0.643 -4.484 0.143
H 0.248 -2.380 -3.332 0.097
H -0.806 -1.857 -4.732 0.146
H 2.662 0.118 -3.702 0.096
H 2.999 0.772 -2.027 0.155
H 3.195 1.571 -5.160 0.124
H 4.013 2.768 -3.963 0.146
H 1.234 3.565 -5.354 0.131
H 2.719 3.409 -6.412 0.135
H 0.948 5.276 -4.087 0.116
H 1.867 6.765 -4.749 0.127
H 1.739 6.342 -2.071 0.067
H 3.430 6.754 -2.777 0.080
H 2.992 4.970 -2.428 0.075
C -5.883 -3.871 9.102 -0.653
F -6.944 -3.571 9.875 0.118
F -4.781 -3.569 9.826 0.106
F -5.876 -5.215 8.960 0.107
S -5.910 -3.006 7.492 0.585
O -5.886 -1.597 7.836 -0.300
O -7.134 -3.460 6.857 -0.295
N -4.558 -3.616 6.930 -0.294
S -4.194 -3.102 5.476 0.580
O -3.796 -1.712 5.365 -0.311
O -5.033 -3.587 4.394 -0.301
C -2.636 -4.040 5.298 -0.651
F -2.827 -5.374 5.396 0.108
F -1.736 -3.724 6.256 0.108
F -2.026 -3.825 4.113 0.098
```

Output
DFT total energy = -8618.92509 Eh
Molecular weight = 909.52 g mol⁻¹
HOMO energy = -8.00 eV
Frontier orbital gap = 6.007 eV

C44H72O34 | ωB97M-V/def2-TZVPD

```
150
Properties=species:S:1:pos:R:3:mulliken_spin:R:1
O 2.410 -5.265 -5.719 0.000
C 1.997 -4.123 -6.102 -0.001
O 2.611 -2.976 -5.729 -0.001
C 3.534 -2.955 -4.674 0.002
C 2.884 -2.920 -3.307 -0.011
C 1.014 -3.985 -7.254 0.000
H 4.007 -1.976 -4.746 0.001
H 4.336 -3.692 -4.727 0.000
H 3.597 -2.828 -2.488 0.007
H 2.297 -3.825 -3.153 -0.001
H 2.222 -2.068 -3.152 0.005
H 0.592 -4.986 -7.342 0.000
H 1.566 -3.831 -8.181 0.000
H 0.244 -3.267 -6.969 0.000
O 0.182 0.375 -2.375 0.011
C 0.823 0.327 -1.314 0.003
O 0.558 -0.416 -0.187 0.123
C -0.658 -1.113 -0.094 -0.332
C -1.784 -0.222 0.405 0.051
C 2.269 0.921 -1.265 -0.010
H -0.375 -1.969 0.519 0.079
H -0.864 -1.539 -1.076 0.007
H -2.161 0.503 -0.316 0.006
H -1.528 0.296 1.330 0.027
H -2.538 -0.960 0.680 0.056
H 2.540 1.491 -2.153 -0.001
H 2.933 0.056 -1.260 0.005
H 2.430 1.479 -0.342 0.013
O 2.264 6.718 -0.136 -0.002
C 2.193 6.743 -1.365 0.015
O 1.666 5.764 -2.178 0.000
C 0.691 4.839 -1.707 -0.009
C 0.522 3.757 -2.783 -0.002
C 2.894 7.728 -2.176 0.001
H -0.257 5.362 -1.581 0.001
H 0.939 4.446 -0.721 0.000
H -0.138 2.960 -2.441 0.001
H 1.407 3.322 -3.247 -0.002
H -0.023 4.154 -3.639 0.001
H 3.746 7.242 -2.653 0.000
H 3.366 8.552 -1.641 0.000
H 2.330 8.207 -2.976 0.000
O -0.296 -3.313 5.690 -0.266
C -1.158 -3.920 4.995 0.527
O -2.174 -3.305 4.361 -0.292
C -2.359 -1.903 4.164 -0.271
C -3.825 -1.484 4.272 0.411
C -1.277 -5.452 4.879 0.132
H -2.058 -1.719 3.132 0.085
H -1.819 -1.130 4.711 0.205
H -4.103 -0.735 3.530 -0.013
H -4.257 -1.180 5.226 -0.114
H -4.417 -2.369 4.042 -0.026
H -0.673 -6.102 5.512 -0.025
H -1.365 -5.801 3.850 0.010
H -2.270 -5.722 5.238 -0.025
O -1.283 7.364 -0.516 -0.008
C -2.103 7.230 0.398 -0.017
O -2.392 6.106 1.114 -0.157
C -1.681 4.852 1.053 -0.071
C -2.136 4.030 -0.120 0.049
C -3.065 8.383 0.723 0.012
H -1.845 4.291 1.973 0.151
H -0.596 4.904 1.140 -0.001
H -1.338 3.338 -0.386 -0.023
H -2.437 4.602 -0.998 0.000
H -3.044 3.562 0.258 0.002
H -3.172 8.582 1.790 -0.006
H -4.061 8.135 0.357 0.000
H -2.773 9.355 0.324 -0.003
C 4.226 4.130 2.777 0.246
C 3.192 4.030 1.648 -0.133
O 3.920 3.194 0.745 0.007
C 5.295 3.504 0.934 -0.040
O 6.169 3.247 0.083 0.003
O 5.476 4.056 2.151 -0.038
H 4.015 3.327 3.484 -0.095
H 4.201 5.081 3.310 0.005
H 3.019 4.948 1.086 -0.004
H 2.216 3.614 1.899 0.041
C 6.235 -0.109 1.637 0.043
C 4.997 -0.220 0.721 0.031
O 4.074 -0.874 1.500 -0.070
C 4.422 -0.810 2.777 0.312
O 3.798 -0.976 3.806 -0.115
O 5.621 -0.082 2.854 -0.099
H 6.757 0.815 1.390 -0.007
H 6.948 -0.923 1.512 -0.017
H 5.406 -0.745 -0.142 0.004
H 4.403 0.667 0.499 -0.016
C -2.194 1.252 -5.008 0.003
C -2.291 -0.153 -4.529 0.011
O -1.937 -0.934 -5.629 -0.003
C -1.734 -0.226 -6.726 0.000
O -1.373 -0.662 -7.844 0.000
O -1.810 1.141 -6.444 0.000
H -1.380 1.677 -4.421 -0.003
H -3.092 1.866 -4.936 -0.001
H -3.257 -0.624 -4.346 0.000
H -1.605 -0.399 -3.719 -0.001
C 1.804 0.996 5.395 1.378
C 0.721 -0.053 5.126 -0.310
O -0.012 0.539 4.046 0.703
C 0.710 1.399 3.441 -1.512
O 0.368 2.038 2.407 0.416
O 1.777 1.607 4.130 -0.336
H 2.693 0.522 5.810 0.171
H 1.412 1.663 6.163 -0.470
H 0.109 0.008 6.026 -0.282
H 1.032 -1.097 5.173 0.033
C -3.757 -4.478 0.767 0.043
C -2.811 -5.052 -0.278 0.017
O -3.270 -6.424 -0.487 0.000
C -4.629 -6.352 -0.225 0.036
O -5.372 -7.180 -0.604 -0.005
O -4.942 -5.229 0.388 -0.034
H -3.995 -3.420 0.656 0.000
H -3.364 -4.685 1.762 -0.022
H -1.746 -5.065 -0.046 0.007
H -2.862 -4.478 -1.204 -0.003
C -4.109 2.703 5.262 2.471
C -5.288 1.942 4.798 -0.012
O -5.210 1.931 3.396 -0.221
C -3.968 2.239 3.074 0.480
O -3.426 2.107 2.040 -0.229
O -3.370 2.831 4.107 -1.083
H -3.596 2.356 6.159 -0.396
H -4.626 3.648 5.427 -0.267
H -6.266 2.266 5.155 -0.074
H -5.100 0.932 5.162 0.030
C -2.685 -4.338 -4.417 0.001
C -1.505 -5.158 -4.802 0.002
O -0.752 -5.121 -3.646 0.002
C -1.009 -3.908 -3.072 -0.011
O -0.288 -3.411 -2.242 0.013
O -2.066 -3.375 -3.630 -0.006
H -3.465 -4.904 -3.908 0.001
H -3.132 -3.807 -5.257 0.002
H -0.999 -4.830 -5.710 -0.001
H -1.848 -6.177 -4.983 0.000
C 3.223 -4.171 0.612 0.080
C 2.018 -3.487 1.232 -0.037
O 0.919 -4.206 0.785 0.017
C 1.387 -5.395 0.281 0.038
O 0.634 -6.257 -0.233 -0.004
O 2.677 -5.391 0.142 -0.037
H 3.921 -4.394 1.419 0.002
H 3.655 -3.705 -0.273 0.004
H 2.004 -2.483 0.808 -0.018
H 1.926 -3.432 2.317 0.050
```

Output
Spin multiplicity = 2
DFT total energy = -4277.86912 Eh
Molecular weight = 1145.03 g mol⁻¹
HOMO energy (alpha / beta) = 0.22 / -8.48 eV
Frontier orbital gap (alpha / beta) = 1.536 / 10.173 eV
Net charge = -1

C13H27N5O6 | ωB97M-V/def2-TZVPD

```
51
Properties=species:S:1:pos:R:3:nbo_charge:R:1
O -0.083 6.417 1.120 -0.641
O -0.169 -0.581 0.765 -0.675
O -2.352 4.337 -2.035 -0.644
O 2.657 -5.775 -2.715 -0.746
O 1.341 -2.659 1.397 -0.759
O 0.319 -3.125 -1.298 -0.751
C -0.335 5.428 1.791 0.667
C 0.214 0.215 -0.077 0.693
C -1.992 4.727 -0.927 0.664
N 0.587 -0.238 -1.252 -0.804
N -2.583 5.772 -0.333 -0.597
N 1.351 -6.346 1.148 -0.481
N 1.560 -6.500 -0.261 -0.475
N -0.749 4.280 1.259 -0.616
C -0.213 5.478 3.294 -0.708
C -3.702 6.523 -0.896 -0.410
C 1.226 -5.750 -2.554 -0.063
C 0.282 1.713 0.198 -0.489
C 1.728 -5.023 1.672 -0.245
C 0.934 -3.950 0.916 0.073
C 1.152 -4.080 -0.612 0.054
C 0.829 -5.523 -1.086 -0.095
C -0.923 2.465 -0.393 -0.389
C -0.846 3.993 -0.185 -0.124
H 2.896 -5.936 -3.644 0.480
H 0.732 -1.942 1.089 0.503
H -0.601 -3.207 -0.985 0.479
H 0.599 -1.247 -1.370 0.443
H 0.906 0.383 -1.971 0.391
H -2.157 6.112 0.518 0.411
H 1.766 -7.107 1.696 0.368
H 2.554 -6.492 -0.527 0.349
H -0.962 3.526 1.893 0.400
H 0.231 6.430 3.581 0.247
H 0.424 4.665 3.637 0.225
H -1.202 5.388 3.740 0.229
H -4.480 5.832 -1.227 0.215
H -4.116 7.200 -0.148 0.206
H -3.360 7.101 -1.757 0.205
H 0.793 -4.965 -3.182 0.179
H 0.812 -6.708 -2.885 0.173
H 1.201 2.108 -0.235 0.215
H 0.321 1.856 1.278 0.223
H 1.501 -4.964 2.742 0.213
H 2.802 -4.854 1.543 0.168
H -0.127 -4.102 1.138 0.157
H 2.203 -3.863 -0.834 0.198
H -0.246 -5.695 -0.974 0.199
H -0.958 2.255 -1.463 0.243
H -1.841 2.085 0.060 0.213
H 0.075 4.346 -0.651 0.229
```

Output
SMILES = CNC(=O)[C@H](CCC(N)=O)NC(C)=O.OC[C@H]1NNC[C@@H](O)[C@@H]1O
DFT total energy = -1236.80480 Eh
Molecular weight = 349.39 g mol⁻¹
HOMO energy = -8.33 eV
Frontier orbital gap = 8.885 eV

C2H5OP | ωB97M-V/def2-TZVPD

```
9
Properties=species:S:1:pos:R:3:nbo_charge:R:1
C -0.098 -0.764 0.320 -0.761
C 0.366 0.441 -0.573 -0.813
O 2.026 0.408 1.714 -1.045
P 0.676 0.606 1.142 1.659
H -1.150 -0.681 0.443 0.231
H 0.389 -1.812 0.285 0.271
H 1.401 0.329 -1.151 0.269
H -0.594 0.931 -1.118 0.253
H -0.232 1.636 1.533 -0.063
```

Output
SMILES = O=[PH]1CC1
DFT total energy = -495.73482 Eh
Energy relative to the best compared isomer or geometry (same formula, charge and spin) = 120.0 kJ/mol
Molecular weight = 76.03 g mol⁻¹
HOMO energy = -9.59 eV
Frontier orbital gap = 10.630 eV